The following is a DFT calculation (the ωB97M-V functional and the def2-TZVPD basis) of a molecular structure, C36H76CoF16N4O8P4V at a distorted geometry.

```
146
Properties=species:S:1:pos:R:3
Co -2.756 2.504 0.553
V -2.019 -2.514 1.929
P -0.726 -0.059 -0.321
P -1.206 -0.495 4.317
P -3.982 4.155 -1.353
P -4.552 -0.321 1.411
F -5.318 -0.385 2.860
F -4.315 2.592 -0.998
F -1.771 0.907 4.862
F -1.033 -0.615 -1.767
F 0.023 0.266 3.567
F -2.421 -1.274 5.096
F -2.459 3.654 -1.261
F 0.802 0.344 -0.276
F -4.045 3.806 -2.942
F -5.728 -0.655 0.341
F -0.663 -1.821 3.539
F -2.050 -0.301 2.910
F -0.270 -0.630 5.625
F -5.620 4.452 -1.163
F -3.534 5.675 -1.464
F -3.869 4.244 0.249
O -1.668 -1.467 -4.517
O -3.761 -1.615 1.345
O -4.002 1.089 1.162
O 6.173 -1.966 2.931
O -1.051 -1.200 0.653
O -1.532 1.252 -0.282
O -1.576 2.283 2.352
O -2.018 -4.688 1.342
N -1.176 -4.203 0.325
N 5.425 -0.817 2.871
N -1.717 3.692 2.156
N -0.843 -1.016 -5.622
C -0.229 0.931 -7.114
C 5.187 -0.348 1.495
C 0.240 -4.701 0.455
C -2.849 5.780 2.741
C -1.742 6.644 2.282
C -1.241 0.406 -5.939
C -0.823 5.867 1.291
C 0.591 -1.427 -5.480
C 0.948 -4.204 1.772
C 1.246 -1.110 -4.121
C 1.084 -4.053 -0.736
C -2.572 4.313 3.204
C -3.935 3.518 3.360
C -1.935 4.432 4.627
C -2.401 -5.795 -1.313
C 3.235 -1.745 4.002
C 1.279 0.727 -6.700
C 0.660 4.386 2.876
C 4.975 -0.449 5.306
C 0.562 -2.903 -5.702
C 3.117 0.963 2.346
C -1.175 1.388 -4.763
C 1.540 -0.754 -6.568
C -0.940 -4.017 -2.124
C 0.576 -4.487 -2.140
C -2.621 0.440 -6.668
C -0.452 4.364 1.739
C -1.904 -4.366 -0.980
C 3.578 0.670 3.688
C 4.368 -0.700 3.915
C 6.526 -0.012 0.741
C -3.121 -3.364 -1.053
C 0.370 -6.192 0.404
C 0.102 3.730 0.493
C 4.316 -1.263 0.648
C 4.408 0.957 1.483
H -0.941 -2.943 -2.307
H 0.758 -5.552 -2.279
H -0.301 -6.767 -0.235
H 0.103 6.428 1.167
H 0.515 4.952 3.796
H -3.039 -5.720 -2.194
H -1.669 -6.523 -1.662
H 0.988 -2.967 -0.732
H -3.769 5.906 2.170
H -0.333 0.469 -8.096
H 2.534 -0.850 -6.132
H 7.051 -1.589 3.027
H -2.587 -0.059 -7.637
H 0.522 2.757 0.746
H -3.817 2.478 3.664
H -4.624 3.950 4.085
H -2.965 1.473 -6.726
H -0.493 3.449 -0.376
H 5.693 0.354 5.468
H 1.288 -0.128 -3.651
H -2.801 -2.330 -0.924
H -2.151 7.560 1.855
H -0.149 1.395 -4.394
H 3.361 -1.437 1.143
H 2.131 -4.357 -0.752
H 0.809 3.365 3.227
H -3.876 -3.536 -0.286
H 0.096 -6.447 1.427
H -1.371 5.806 0.351
H -1.410 -0.890 -3.794
H -3.000 -6.321 -0.570
H 0.707 -3.142 1.815
H -1.376 5.341 4.847
H -1.262 2.128 3.246
H 0.067 -3.551 -4.978
H -2.128 -5.630 1.192
H -2.685 4.453 5.418
H 2.681 1.956 2.246
H -1.086 6.919 3.109
H 7.020 0.763 1.327
H 4.373 -0.515 6.213
H 2.638 -1.778 3.091
H 2.283 0.330 2.040
H 0.083 -3.274 -6.608
H 0.741 -1.731 -3.381
H 1.623 4.677 2.456
H 4.243 -1.061 -0.421
H -4.461 3.514 2.406
H 1.365 1.118 -5.686
H -3.240 6.268 3.634
H 1.075 -3.921 -2.927
H 2.040 1.273 -7.257
H 6.406 0.327 -0.288
H -1.558 2.366 -5.055
H 2.037 -4.211 1.757
H 0.772 4.473 0.060
H 1.606 -1.265 -7.529
H 7.004 -0.991 0.701
H 2.289 -1.428 -4.147
H 4.145 1.571 3.922
H 5.145 1.667 1.856
H 3.647 -2.751 4.084
H 4.245 1.369 0.487
H -3.428 0.073 -6.033
H 1.585 -3.277 -5.674
H 0.467 -4.635 2.651
H 1.404 -6.519 0.291
H -1.269 3.586 4.797
H -3.676 -3.309 -1.989
H -0.336 1.984 -7.377
H 4.809 -2.233 0.599
H -1.318 -4.380 -3.080
H 2.757 0.770 4.399
H 2.599 -1.520 4.859
H -1.811 1.124 -3.917
H 5.517 -1.358 5.567
```

Summary:
Spin multiplicity: 7
E_LUMO (spin up / spin down): -0.01248 / -0.01351 Eh
Gap between HOMO and LUMO (spin up / spin down): 8.054 / 8.026 eV

***

The following is a DFT calculation (the ωB97M-V functional and the def2-TZVPD basis) of 2 unconnected molecules or ions with the total composition C5H12NO at a distorted geometry.

```
19
Properties=species:S:1:pos:R:3
O -0.632 2.923 -0.358
N 0.857 -1.117 1.362
C 0.535 0.181 1.876
C 0.674 1.413 0.976
C 0.903 -2.722 -0.450
C -0.508 1.873 0.260
C 0.260 -1.447 0.135
H 1.548 2.055 0.918
H -0.830 -1.691 0.186
H 0.616 1.029 -0.129
H -3.218 2.524 -3.588
H 1.222 0.316 2.709
H 1.914 -2.510 -0.793
H -1.370 1.212 0.368
H 0.925 -3.467 0.344
H 0.286 -3.085 -1.279
H 0.313 -0.667 -0.659
H -0.500 0.248 2.295
H -2.995 2.931 -4.174
```

Summary:
Energy above the lowest of the compared OMol25 structures with the same formula, charge and spin: 3.243 eV
E_LUMO: 0.15057 Eh
Gap between HOMO and LUMO: 5.869 eV
Charge: -1

***

The following is a DFT calculation (the ωB97M-V functional and the def2-TZVPD basis) of a molecular structure, C9H9N3O2 at a distorted geometry.

```
23
Properties=species:S:1:pos:R:3
O 3.677 -0.172 0.581
O -0.077 -1.966 -0.894
N 0.004 0.283 -0.834
N 1.820 -1.047 -0.238
N -0.987 -0.077 1.388
C -2.845 -0.726 0.186
C 2.538 0.053 0.213
C -0.925 0.957 0.690
C 0.535 -0.960 -0.778
C -1.802 1.485 -0.226
C -2.012 -0.932 1.193
C -2.725 0.443 -0.645
C 1.939 1.355 0.048
C 0.681 1.427 -0.502
H 0.107 1.377 0.995
H -1.960 2.431 -0.669
H -3.355 0.810 -1.433
H -3.744 -1.399 -0.013
H -1.977 -1.720 1.970
H 2.279 -1.977 -0.107
H -0.947 0.325 -1.099
H 0.062 2.329 -0.836
H 2.574 2.215 0.402
```

Summary:
Energy above the lowest of the compared OMol25 structures with the same formula, charge and spin: 6.992 eV
E_LUMO: -0.00559 Eh
Gap between HOMO and LUMO: 8.656 eV

***

Computed calculated total energy, in the same sequence as the records: -204870.157; -8913.821; -18038.762 eV.